ORCA calculation (wB97M-V/def2-TZVPD) on 2 unconnected molecules or ions with the total composition C4H12S at a distorted geometry.

Each line ends with the Mulliken charge.
Atoms and positions in Å:
C1 0.6196 1.5275 -1.6546  -0.445
C2 0.7875 2.9611 -1.1268  -0.883
H1 0.0042 1.5427 -2.5504  0.310
H2 1.5619 1.0074 -1.8022  0.298
H3 0.0523 0.9597 -0.9094  -0.120
H4 -0.1797 3.4403 -1.2614  0.266
H5 1.0574 3.0174 -0.0709  0.284
H6 1.6223 3.4685 -1.6058  0.280
C3 0.4758 -1.2004 0.8085  -0.898
C4 -1.6839 -2.7588 1.6459  -0.880
S1 -1.3536 -1.0849 0.9539  -0.060
H7 0.8670 -2.0527 1.3655  0.361
H8 0.8540 -1.3626 -0.1975  0.276
H9 0.8012 -0.2717 1.2478  0.312
H10 -1.7149 -2.7464 2.7231  0.276
H11 -1.0631 -3.4692 1.1158  0.311
H12 -2.7080 -2.9777 1.3186  0.311

The net charge is 0. The SMILES is CSC.CC. The total energy comes out at -15177.2779 eV.

ORCA calculation (wB97M-V/def2-TZVPD) on 12 unconnected molecules or ions with the total composition C72H60N7O22 at a distorted geometry.

Each line ends with the Mulliken charge.
Atoms and positions in Å:
C1 -0.4310 1.7071 0.4779  -1.112
C2 -1.0047 0.5824 -0.4088  1.097
N1 -0.1835 -0.5301 -0.4976  1.378
C3 -0.1398 -1.3092 -1.6026  -0.203
C4 0.8634 -2.2660 -1.4222  -1.483
N2 1.2802 -2.1280 -0.1750  1.075
C5 0.6781 -1.0662 0.3722  -1.553
C6 2.4935 -2.6369 0.3501  -1.270
H1 -0.6488 1.5104 1.5276  -0.138
H2 -0.8821 2.6974 0.4144  0.536
H3 0.6254 1.8653 0.2609  0.431
H4 -1.1770 0.9774 -1.4100  -1.009
H5 -1.9914 0.2827 -0.0557  0.148
H6 -0.5842 -1.0332 -2.5475  0.554
H7 1.3498 -2.9548 -2.0970  0.660
H8 1.0296 -0.6483 1.3039  0.647
H9 3.1275 -3.0195 -0.4497  0.383
H10 2.2317 -3.5244 0.9261  0.396
H11 3.1477 -1.9302 0.8608  0.449
C7 -2.7482 -6.8023 3.5186  -0.333
C8 -1.5849 -6.3905 4.1863  -0.536
C9 -0.9704 -5.1642 3.8499  -0.396
C10 -1.5297 -4.4258 2.7757  0.253
C11 -2.7303 -4.8667 2.1406  -0.209
C12 -3.1823 -6.1877 2.3547  -0.931
N3 -0.9023 -3.1421 2.3613  1.078
O1 -1.4308 -2.5330 1.4337  -0.438
O2 0.0824 -2.7202 2.9370  -0.555
H12 -3.4066 -7.6293 3.7399  0.375
H13 -1.1408 -6.9822 4.9731  0.394
H14 -0.0681 -4.8830 4.3726  0.488
H15 -3.1307 -4.2776 1.3288  0.478
H16 -4.1224 -6.4946 1.9206  0.348
C13 3.5724 1.9295 -7.0549  -0.569
C14 3.0853 3.1087 -6.4941  -0.569
C15 2.0943 3.0839 -5.5501  -0.528
C16 1.3165 1.9483 -5.2648  -0.092
C17 1.6373 0.8303 -5.9709  0.047
C18 2.7365 0.7942 -6.8463  -0.457
N4 0.1710 2.1107 -4.3110  1.217
O3 -0.2573 1.1507 -3.7090  -0.196
O4 -0.2707 3.1858 -4.0551  -0.583
H17 4.4466 1.8924 -7.6879  0.461
H18 3.6094 4.0100 -6.7760  0.369
H19 1.8728 4.0065 -5.0341  0.394
H20 1.1017 -0.0953 -5.8197  0.202
H21 3.0990 -0.1825 -7.1310  0.423
C19 5.1470 0.9496 5.4177  -0.466
C20 4.5999 -0.1490 4.7162  -0.827
C21 5.1932 -0.7071 3.5903  0.655
C22 6.4285 -0.2091 3.2189  -0.252
C23 6.9789 0.9128 3.8896  -0.502
C24 6.4106 1.5077 4.9909  -0.761
N5 7.0653 -0.9113 2.0509  1.193
O5 6.4225 -1.7919 1.4704  -0.592
O6 8.2379 -0.6091 1.7844  -0.637
H22 4.6709 1.3941 6.2791  0.453
H23 3.6082 -0.5021 4.9578  0.493
H24 4.5446 -1.3869 3.0577  0.321
H25 7.9046 1.2890 3.4798  0.477
H26 6.9335 2.2988 5.5078  0.462
C25 -3.6066 -2.6280 -9.0992  -0.359
C26 -3.9219 -1.7517 -8.1031  -0.677
C27 -3.0241 -1.6251 -7.0071  0.106
C28 -1.8726 -2.3592 -6.9695  -0.155
C29 -1.5574 -3.2097 -7.9702  -0.224
C30 -2.3682 -3.3712 -9.0619  -0.603
N6 -0.8608 -2.1735 -5.8372  0.884
O7 -1.2602 -1.6965 -4.7832  -0.466
O8 0.3363 -2.4349 -5.9763  -0.581
H27 -4.2492 -2.6235 -9.9672  0.376
H28 -4.8140 -1.1479 -8.0249  0.422
H29 -3.3070 -0.8921 -6.2662  0.378
H30 -0.5832 -3.6760 -7.9688  0.439
H31 -2.0166 -4.0185 -9.8516  0.403
C31 -6.2612 -1.1285 3.7395  -0.798
C32 -5.1142 -1.5311 3.0597  -0.363
C33 -3.8945 -0.9360 3.3315  0.282
C34 -3.7752 0.1257 4.2534  -0.244
C35 -4.9569 0.5396 4.9146  -0.405
C36 -6.2358 -0.0482 4.5798  -0.559
N7 -2.4779 0.8013 4.4997  1.075
O9 -1.5561 0.4473 3.8161  -0.509
O10 -2.4344 1.6144 5.3505  -0.648
H32 -7.2260 -1.5160 3.4471  0.444
H33 -5.1844 -2.3183 2.3237  0.535
H34 -3.0020 -1.3799 2.9157  0.197
H35 -4.9418 1.2194 5.7537  0.500
H36 -7.0898 0.2849 5.1509  0.460
C37 5.7062 -0.8263 -1.3460  -0.432
C38 5.1020 -1.5415 -2.3228  -0.649
C39 3.8174 -1.1796 -3.0444  -0.176
O11 3.2949 -1.7641 -4.0103  -0.587
C40 3.3646 0.1316 -2.5936  -0.208
C41 3.9170 0.8552 -1.5797  -0.179
C42 5.0256 0.4061 -0.7952  0.410
O12 5.3223 1.0130 0.1735  -0.536
H37 6.6034 -1.2333 -0.9035  0.508
H38 5.6534 -2.4387 -2.5626  0.410
H39 2.4218 0.3807 -3.0578  0.625
H40 3.4584 1.7770 -1.2534  0.757
C43 -3.2873 1.8769 -3.8001  0.159
C44 -3.6051 2.3167 -5.0711  -0.242
C45 -3.7514 3.7165 -5.5040  -0.047
O13 -3.8970 4.0309 -6.6738  -0.559
C46 -3.5675 4.5992 -4.4004  -0.555
C47 -3.3369 4.1821 -3.0569  -0.367
C48 -3.2127 2.7876 -2.7072  0.275
O14 -3.0195 2.4010 -1.5469  -0.422
H41 -3.1209 0.8164 -3.6818  0.457
H42 -3.5042 1.5816 -5.8559  0.359
H43 -3.7028 5.6471 -4.6240  0.451
H44 -3.2986 4.8735 -2.2282  0.499
C49 0.1184 3.4673 4.2901  -0.432
C50 0.7787 2.4284 3.6729  -0.266
C51 1.8725 2.5979 2.6920  0.416
O15 2.4267 1.7080 2.0188  -0.307
C52 2.3129 4.0327 2.6356  -0.446
C53 1.5929 5.0209 3.2274  -0.368
C54 0.3603 4.9076 4.0330  -0.030
O16 -0.3875 5.8112 4.4226  -0.586
H45 -0.5760 3.2942 5.0990  0.435
H46 0.6115 1.4443 4.0852  0.589
H47 3.1364 4.1763 1.9518  0.586
H48 1.9537 6.0319 3.1083  0.458
C55 -7.0733 -0.2717 -0.1766  -0.627
C56 -8.1181 0.0926 0.6839  -0.385
C57 -7.9284 1.1182 1.7381  0.273
O17 -8.9517 1.5156 2.2839  -0.566
C58 -6.5646 1.5749 1.8844  -0.552
C59 -5.5811 1.2110 0.9655  -0.295
C60 -5.7046 0.1024 0.0078  0.500
O18 -4.7059 -0.4801 -0.4717  -0.538
H49 -7.2997 -0.9340 -0.9991  0.445
H50 -9.1102 -0.2022 0.3753  0.462
H51 -6.2985 2.1950 2.7277  0.540
H52 -4.6137 1.6547 1.1495  0.690
C61 2.1036 6.2848 -0.1867  -0.438
C62 1.1279 6.9889 0.4231  -0.801
C63 -0.2720 6.6498 0.3337  0.161
O19 -1.2408 7.1765 0.8290  -0.563
C64 -0.4421 5.5252 -0.5664  -0.974
C65 0.5420 4.7086 -1.1392  0.786
C66 1.8983 5.1467 -1.0638  0.169
O20 2.7896 4.5725 -1.6846  -0.583
H53 3.1516 6.5332 -0.2664  0.486
H54 1.3536 7.8278 1.0648  0.473
H55 -1.4685 5.3196 -0.8323  0.294
H56 0.2923 3.8063 -1.6777  0.981
C67 4.5231 -4.3769 4.5518  -0.314
C68 5.2157 -4.7051 5.6631  -0.374
C69 4.6596 -5.6254 6.6833  0.301
O21 5.2389 -5.7493 7.8062  -0.559
C70 3.4132 -6.2682 6.2848  -0.463
C71 2.7790 -6.0614 5.0990  -0.237
C72 3.1769 -5.0003 4.1633  0.200
O22 2.5741 -4.6862 3.1621  -0.438
H57 4.9626 -3.7377 3.8004  0.567
H58 6.1142 -4.1690 5.9311  0.440
H59 3.0091 -6.9851 6.9842  0.393
H60 1.8396 -6.5849 5.0007  0.495

The net charge is +1. The total energy comes out at -131081.7384 eV.

ORCA calculation (wB97M-V/def2-TZVPD) on a molecular structure, C24H21Cl2CuN5O6.

Each line ends with the Mulliken charge.
Atoms and positions in Å:
Cu1 0.4774 -0.7282 1.3926  0.366
N1 1.3313 -1.4805 5.3707  0.172
C1 1.7993 -1.4910 4.1220  -0.059
N2 0.8205 -1.1221 3.3199  -0.041
C2 -0.2278 -0.8809 4.1544  0.035
N3 0.0380 -1.0906 5.4164  -0.742
C3 -1.4819 -0.4330 3.5483  1.024
C4 -2.6568 -0.1996 4.2322  -0.345
N4 -3.7656 0.1687 3.5930  -0.579
C5 -3.6844 0.3049 2.2802  -0.639
C6 -2.5010 0.0901 1.5723  -0.039
N5 -1.4029 -0.2808 2.2166  -0.196
H1 1.8191 -1.6979 6.2233  0.189
H2 2.8004 -1.7282 3.7978  0.617
H3 -2.7051 -0.3151 5.3075  0.472
H4 -4.5799 0.6166 1.7589  0.530
H5 -2.4231 0.1922 0.4988  0.485
C7 -3.2629 2.1526 -2.3964  -1.728
C8 -2.8162 2.6300 -1.0433  1.096
C9 -3.7535 2.9058 -0.0512  -0.675
C10 -3.3564 3.3523 1.1981  -0.076
Cl1 -4.5615 3.6481 2.4190  -0.204
C11 -2.0174 3.5392 1.4945  -0.698
C12 -1.0758 3.2655 0.5157  -0.226
C13 -1.4660 2.8164 -0.7391  0.467
O1 -0.4849 2.6514 -1.6825  -0.581
C14 -0.2527 1.3139 -2.1370  -0.124
C15 -0.3145 0.2879 -1.0136  1.497
O2 -1.0680 -0.6785 -1.0967  -0.736
O3 0.4276 0.5642 0.0002  -0.755
H6 -4.3189 2.3706 -2.5487  0.478
H7 -3.1236 1.0731 -2.4919  0.280
H8 -2.6882 2.6329 -3.1888  0.335
H9 -4.8090 2.7862 -0.2632  0.437
H10 -1.7201 3.8879 2.4744  0.478
H11 -0.0181 3.3860 0.7051  0.464
H12 0.7521 1.3158 -2.5542  -0.314
H13 -0.9578 1.0286 -2.9155  0.238
C16 1.3985 -3.4285 -3.3892  -1.519
C17 2.1268 -2.1281 -3.2204  0.927
C18 1.9555 -1.0760 -4.1028  -0.553
C19 2.6199 0.1266 -3.9062  -0.016
Cl2 2.3839 1.4291 -5.0430  -0.226
C20 3.4430 0.3095 -2.8160  -0.665
C21 3.6279 -0.7391 -1.9210  -0.703
C22 2.9922 -1.9531 -2.1344  0.835
O4 3.1751 -3.0556 -1.3514  -0.500
C23 3.7527 -2.8580 -0.0814  -0.798
C24 2.9047 -1.9995 0.8541  1.069
O5 3.4614 -1.3896 1.7681  -0.763
O6 1.6552 -1.9991 0.5832  -0.909
H14 0.7764 -3.4083 -4.2826  0.418
H15 0.7637 -3.6180 -2.5220  0.269
H16 2.0971 -4.2630 -3.4642  0.339
H17 1.2947 -1.1899 -4.9525  0.368
H18 3.9390 1.2575 -2.6592  0.434
H19 4.2721 -0.5868 -1.0662  0.357
H20 4.7564 -2.4336 -0.1439  0.365
H21 3.8319 -3.8513 0.3611  0.368

The net charge is 0. Its multiplicity is 2. The expectation value of S² is 0.7527. The total energy comes out at -114650.4581 eV.